Entry 1:
DFT (ωB97M-V/def2-TZVPD) results for a single C22H25NO4 molecule.

Last column: Löwdin charge in e.
CARTESIAN COORDINATES (ANGSTROEM)
C (6.222, 2.393, 2.393)  -0.0874
H (6.505, 1.516, 2.984)  0.0961
O (6.281, 2.127, 1.013)  -0.0785
C (5.480, 1.159, 0.497)  -0.2715
C (5.599, 0.938, -0.878)  0.0087
C (4.834, -0.021, -1.497)  -0.0044
C (3.906, -0.772, -0.772)  -0.1703
C (3.802, -0.560, 0.599)  -0.0332
C (4.580, 0.392, 1.232)  -0.0113
H (4.482, 0.522, 2.299)  0.1026
H (3.126, -1.163, 1.188)  0.1179
C (3.119, -1.812, -1.479)  -0.3731
O (3.583, -2.422, -2.428)  0.0812
C (1.753, -2.078, -1.005)  -0.0050
C (0.969, -1.161, -0.421)  -0.0357
C (-0.401, -1.342, 0.013)  -0.2089
C (-1.083, -2.555, -0.073)  -0.0125
C (-2.381, -2.675, 0.381)  -0.0028
C (-3.050, -1.582, 0.924)  -0.2261
C (-2.389, -0.343, 1.008)  -0.1272
C (-1.086, -0.252, 0.562)  0.0127
H (-0.572, 0.696, 0.649)  0.1204
C (-3.112, 0.879, 1.526)  -0.1301
N (-3.760, 1.685, 0.502)  -0.1529
C (-4.813, 0.994, -0.219)  -0.1661
C (-5.558, 2.015, -1.080)  -0.1950
H (-6.329, 1.528, -1.680)  0.1245
O (-4.690, 2.648, -1.990)  -0.1306
C (-3.640, 3.287, -1.305)  -0.1978
C (-2.848, 2.299, -0.445)  -0.1731
H (-2.074, 2.839, 0.105)  0.1253
H (-2.370, 1.555, -1.104)  0.1280
H (-3.001, 3.733, -2.069)  0.1246
H (-4.046, 4.079, -0.657)  0.1259
H (-6.023, 2.767, -0.424)  0.1263
H (-5.498, 0.544, 0.501)  0.1247
H (-4.412, 0.202, -0.874)  0.1340
H (-2.404, 1.530, 2.045)  0.1267
H (-3.888, 0.570, 2.229)  0.1244
O (-4.321, -1.626, 1.406)  -0.0996
C (-5.021, -2.846, 1.369)  -0.0748
H (-5.993, -2.639, 1.813)  0.0958
H (-4.514, -3.619, 1.955)  0.0978
H (-5.162, -3.199, 0.343)  0.0988
H (-2.870, -3.634, 0.305)  0.1044
H (-0.597, -3.422, -0.492)  0.1094
H (1.368, -0.167, -0.257)  0.1170
H (1.378, -3.058, -1.263)  0.1114
H (4.932, -0.204, -2.556)  0.1213
H (6.309, 1.533, -1.432)  0.1192
H (5.226, 2.731, 2.696)  0.0956
H (6.941, 3.192, 2.570)  0.0934

The calculation puts the orbital gap at 8.29 eV. The electronic energy is -32898.289 eV. As for the multiplicity: 1. The strongest force on any atom comes out at 0.69 eV/Å.



Entry 2:
DFT (ωB97M-V/def2-TZVPD) results for 4 unconnected molecules or ions with the total composition C18H26ClN5OP.

Last column: Löwdin charge in e.
CARTESIAN COORDINATES (ANGSTROEM)
N (2.482, 2.631, 0.193)  0.0953
N (1.877, 1.662, -0.683)  -0.2580
C (0.591, 2.123, -1.355)  -0.1542
C (-0.504, 2.632, -0.431)  -0.2369
C (-1.386, 1.567, 0.226)  -0.5523
Cl (-1.188, 1.498, 2.001)  0.6054
P (1.861, 0.013, 0.122)  0.7836
O (3.217, -0.364, 0.503)  -0.3225
H (2.536, 2.280, 1.143)  0.0963
H (1.952, 3.491, 0.147)  0.0984
H (2.563, 1.530, -1.435)  0.1605
H (0.872, 2.891, -2.071)  0.0976
H (0.244, 1.274, -1.948)  0.1251
H (-0.099, 3.286, 0.342)  0.0925
H (-1.117, 3.272, -1.068)  0.1157
H (-2.440, 1.747, 0.037)  0.0826
H (-1.164, 0.563, -0.139)  0.0594
H (0.922, 0.311, 1.114)  -0.0043
H (1.204, -0.657, -0.917)  0.0538
N (-0.511, 3.945, -3.776)  0.0300
C (0.145, 5.108, -3.769)  -0.1613
C (0.133, 6.004, -4.824)  -0.0584
C (-0.599, 5.680, -5.955)  -0.0558
C (-1.287, 4.478, -5.978)  -0.0554
C (-1.214, 3.649, -4.870)  -0.1433
H (0.709, 5.343, -2.870)  0.0991
H (0.684, 6.932, -4.757)  0.1091
H (-0.634, 6.353, -6.801)  0.1148
H (-1.874, 4.183, -6.836)  0.1101
H (-1.748, 2.705, -4.858)  0.1058
N (-3.224, -4.527, 3.007)  0.0620
C (-3.699, -3.699, 3.934)  -0.1455
C (-3.304, -2.374, 4.058)  -0.0678
C (-2.360, -1.889, 3.169)  -0.0957
C (-1.856, -2.742, 2.201)  -0.0899
C (-2.319, -4.049, 2.158)  -0.1534
H (-4.435, -4.116, 4.612)  0.1066
H (-3.728, -1.747, 4.830)  0.1027
H (-2.011, -0.865, 3.195)  0.0462
H (-1.112, -2.412, 1.487)  0.0758
H (-1.942, -4.738, 1.411)  0.0999
N (1.183, -4.470, 1.095)  0.0527
C (1.764, -3.516, 1.816)  -0.1821
C (2.619, -3.754, 2.879)  -0.0628
C (2.885, -5.072, 3.219)  -0.0649
C (2.288, -6.080, 2.480)  -0.0578
C (1.451, -5.730, 1.430)  -0.1445
H (1.532, -2.494, 1.527)  0.0557
H (3.062, -2.931, 3.423)  0.1041
H (3.545, -5.307, 4.044)  0.1107
H (2.465, -7.122, 2.707)  0.1072
H (0.972, -6.496, 0.832)  0.1077

The calculation puts the orbital gap at 8.39 eV. The total charge is +1. The electronic energy is -50388.951 eV. As for the multiplicity: 1. The strongest force on any atom comes out at 0.26 eV/Å.



Entry 3:
DFT (ωB97M-V/def2-TZVPD) results for a molecular structure, C18H35BF2OPdSi3Te.

Last column: Löwdin charge in e.
CARTESIAN COORDINATES (ANGSTROEM)
Pd (0.205, -0.463, -0.497)  0.3214
C (4.039, -2.125, -0.207)  -0.1688
O (3.004, -1.186, -0.252)  -0.3033
Si (3.208, 0.482, -0.125)  0.2873
C (4.604, 0.875, -1.347)  -0.1753
C (4.022, 0.750, 1.563)  -0.1642
C (1.649, 1.347, -0.414)  -0.5004
Si (1.271, 1.692, -2.177)  0.3309
C (2.374, 3.036, -2.979)  -0.2070
C (-0.453, 2.354, -2.564)  -0.2005
C (1.583, 0.193, -3.308)  -0.1991
Si (0.704, 1.965, 1.031)  0.3266
C (-1.037, 2.603, 0.672)  -0.1998
C (0.543, 0.759, 2.489)  -0.1874
C (1.510, 3.481, 1.873)  -0.2017
H (4.766, -1.977, -1.017)  0.0725
H (3.606, -3.122, -0.317)  0.0796
H (4.585, -2.094, 0.746)  0.0738
H (5.532, 0.390, -1.027)  0.0166
H (4.789, 1.949, -1.401)  0.0195
H (4.366, 0.523, -2.355)  0.0243
H (4.999, 0.256, 1.579)  0.0163
H (3.423, 0.333, 2.373)  0.0153
H (4.184, 1.811, 1.767)  0.0158
H (2.278, 3.992, -2.454)  0.0162
H (2.066, 3.188, -4.019)  0.0127
H (3.430, 2.761, -2.981)  -0.0074
H (-0.679, 3.255, -1.992)  0.0066
H (-1.237, 1.620, -2.370)  0.0099
H (-0.480, 2.620, -3.626)  0.0206
H (2.194, 0.465, -4.176)  0.0161
H (0.633, -0.206, -3.672)  0.0207
H (2.077, -0.621, -2.772)  0.0067
H (-1.663, 1.885, 0.139)  0.0121
H (-1.010, 3.533, 0.100)  0.0113
H (-1.514, 2.822, 1.633)  0.0234
H (0.316, -0.266, 2.188)  0.0104
H (-0.274, 1.111, 3.128)  0.0233
H (1.449, 0.748, 3.101)  0.0054
H (1.603, 4.308, 1.161)  0.0149
H (2.510, 3.249, 2.247)  -0.0030
H (0.906, 3.827, 2.719)  0.0153
C (-2.873, -1.644, 1.094)  -0.4425
Te (-2.052, -1.707, -0.947)  1.1749
C (-5.448, -0.800, -0.039)  -0.0829
C (-5.346, -1.970, 0.687)  -0.3535
C (-6.479, -2.833, 0.919)  -0.1096
C (-6.387, -4.012, 1.615)  -0.1796
C (-5.169, -4.459, 2.151)  -0.1790
C (-4.053, -3.649, 1.947)  -0.1090
C (-4.105, -2.447, 1.262)  -0.3369
H (-3.032, -0.582, 1.285)  0.0393
H (-2.052, -2.008, 1.707)  0.0360
H (-6.402, -0.510, -0.466)  -0.0008
H (-4.605, -0.148, -0.220)  -0.0243
H (-7.439, -2.525, 0.513)  0.0797
H (-7.286, -4.611, 1.747)  0.0722
H (-5.097, -5.391, 2.698)  0.0548
H (-3.088, -3.962, 2.339)  0.0978
F (0.135, -3.061, 0.899)  0.0693
B (0.003, -2.550, -0.356)  -1.1736
F (0.695, -3.256, -1.292)  0.0601

The calculation puts the orbital gap at 4.36 eV. The total charge is -2. The electronic energy is -61806.107 eV. As for the multiplicity: 1. The strongest force on any atom comes out at 0.63 eV/Å.



Entry 4:
DFT (ωB97M-V/def2-TZVPD) results for a molecular structure, C4H8O2.

Last column: Löwdin charge in e.
CARTESIAN COORDINATES (ANGSTROEM)
C (1.668, -0.276, -0.270)  -0.0430
C (0.448, -0.178, 0.610)  -0.1837
C (-0.657, 0.712, 0.168)  -0.5109
O (-0.757, 1.437, -0.928)  -0.1122
C (-0.954, -0.737, 0.218)  -0.2529
O (-1.215, -1.268, -1.027)  0.0151
H (2.086, -1.286, -0.242)  0.0834
H (1.417, -0.029, -1.305)  0.0833
H (2.437, 0.427, 0.067)  0.0820
H (0.607, -0.297, 1.681)  0.1421
H (-1.187, 1.388, 1.237)  0.2192
H (-1.218, 1.838, 0.426)  0.2241
H (-1.492, -1.217, 1.031)  0.1512
H (-1.278, -0.494, -1.623)  0.1022

The calculation puts the orbital gap at 9.44 eV. The electronic energy is -8367.293 eV. As for the multiplicity: 1. The strongest force on any atom comes out at 0.27 eV/Å.